(1)
Formula: C6H13O3Pm
Source: the Open Molecules 2025 dataset
Level of theory: wB97M-V/def2-TZVPD

Values from the calculation:
Spin multiplicity: 6
Net charge: +1
Frontier orbital gap (spin up / spin down): 0.221 / 0.238 Ha
Lowest unoccupied orbital energy (spin up / spin down): -4.00 / -4.07 eV
<S²>: 8.7560
E_HOMO (spin up / spin down): -10.027 / -10.538 eV

Each line ends with the Mulliken charge.
Positions of all 23 atoms, in Å:
C 3.40494 1.54208 -0.30156  -0.655
O 2.24094 0.76628 -0.21140  -0.197
C 2.39921 -0.60059 0.28626  -1.075
C 1.26081 -1.40244 -0.16133  -0.422
O -0.02332 -1.25994 0.55856  -0.346
C -1.19663 -1.69354 -0.08981  -0.558
C -2.31469 -0.74676 0.27931  -0.460
O -1.94644 0.56982 -0.11878  -0.309
C -2.99149 1.51939 0.01897  -0.805
Pm 0.19581 1.19120 0.32016  1.385
H 3.15423 2.55937 -0.63057  0.276
H 3.87289 1.61976 0.69351  0.321
H 4.03727 1.09704 -1.08573  0.249
H 2.43710 -0.51354 1.39113  0.311
H 1.44080 -2.48155 -0.10072  0.455
H -1.45930 -2.70435 0.25735  0.400
H -1.06639 -1.72893 -1.18334  0.333
H -2.48115 -0.74022 1.36905  0.348
H -3.24131 -1.04116 -0.23588  0.427
H -2.63124 2.55166 -0.03902  0.341
H -3.65017 1.41344 -0.85408  0.287
H -3.44490 1.42056 1.01631  0.345
H 2.00302 -1.33761 -1.17836  0.349

Cartesian forces (eV/Å) of the 2 atoms listed first:
0.972 0.220 -0.365
1.063 0.517 -1.019



(2)
Formula: C6H13O3Zn
Source: the Open Molecules 2025 dataset
Level of theory: wB97M-V/def2-TZVPD

Values from the calculation:
Spin multiplicity: 2
Frontier orbital gap (spin up / spin down): 0.183 / 0.296 Ha
Lowest unoccupied orbital energy (spin up / spin down): 0.63 / 0.58 eV
<S²>: 0.7560
E_HOMO (spin up / spin down): -4.348 / -7.478 eV

Each line ends with the natural charge from an NBO analysis.
Positions of all 23 atoms, in Å:
C 1.99412 -1.86216 -0.06409  -0.294
O 0.65161 -2.13609 -0.41366  -0.576
C -0.23225 -2.31222 0.67446  -0.098
C -0.65285 -0.99954 1.29862  -0.088
O -0.75580 -0.01729 0.28596  -0.653
C -1.43855 1.19147 0.56812  -0.083
C -0.83752 2.37003 -0.16868  -0.088
O 0.46918 2.22422 -0.63951  -0.594
C 0.60782 1.81630 -2.04041  -0.652
Zn 0.23263 -0.22244 -1.52082  0.715
H 2.39484 -2.65652 0.58420  0.187
H 2.55487 -1.78328 -1.00213  0.220
H 0.24834 -2.95273 1.43300  0.189
H -1.13021 -2.79765 0.25750  0.209
H 0.10414 -0.65553 2.01810  0.177
H -1.61802 -1.10949 1.81615  0.194
H -1.38759 1.38337 1.65100  0.174
H -2.49982 1.06318 0.30693  0.185
H -0.82318 3.22453 0.52465  0.189
H -1.53323 2.63028 -0.98788  0.171
H -0.06456 2.40956 -2.68718  0.163
H 1.64699 2.06823 -2.31580  0.179
H 2.06903 -0.87623 0.42145  0.173

Cartesian forces (eV/Å) of the 2 atoms listed first:
0.479 0.266 0.243
0.041 -0.468 0.090



(3)
Formula: C6H13O6PS
Source: the Open Molecules 2025 dataset
Level of theory: wB97M-V/def2-TZVPD

Values from the calculation:
Net charge: -2
Frontier orbital gap (spin up / spin down): 0.255 / 0.256 Ha
Lowest unoccupied orbital energy (spin up / spin down): 5.75 / 5.82 eV
E_HOMO (spin up / spin down): -1.198 / -1.156 eV

Each line ends with the natural charge from an NBO analysis.
Positions of all 27 atoms, in Å:
C -0.06007 0.49667 3.19246  -0.577
C 0.03967 0.28500 -3.34726  -0.644
C -1.18246 -1.79997 0.29445  -0.541
C 0.72482 0.58155 1.81850  -0.529
C 0.40692 1.15209 -2.18110  -0.038
C 1.04496 -0.80492 1.30871  -0.414
O 3.32777 -1.32812 0.76526  -1.065
O 2.01559 -3.39057 1.76108  -1.184
O 2.89542 -1.37082 3.19554  -1.204
O 2.66922 0.85811 -0.22727  -1.012
O 2.10975 -1.15233 -1.46052  -0.986
O 0.36649 0.49426 -0.96112  -0.837
P 2.38994 -1.91877 1.88565  2.318
S 1.92494 -0.38456 -0.27729  2.272
H 0.15304 -0.28980 3.80666  0.217
H -0.05617 1.55199 3.66577  0.176
H -1.21477 0.47468 2.94828  0.163
H 0.73201 -0.54065 -3.31603  0.242
H -0.95414 -0.20831 -3.34502  0.176
H 0.09404 0.82187 -4.25048  0.169
H -0.61776 -2.06816 -0.67278  0.206
H -1.47008 -0.82896 0.43510  0.168
H -1.22997 -2.49989 1.02681  0.161
H 1.70674 1.09451 1.86063  0.255
H 0.10786 1.04412 1.15609  0.229
H -0.27323 2.01874 -1.93017  0.138
H 1.41654 1.62334 -2.48977  0.143

Cartesian forces (eV/Å) of the 2 atoms listed first:
-2.713 4.449 -2.781
-1.129 -1.270 0.608



(4)
Formula: C6H13P
Source: the Open Molecules 2025 dataset
Level of theory: wB97M-V/def2-TZVPD

Values from the calculation:
Frontier orbital gap (spin up / spin down): 0.292 / 0.268 Ha
Lowest unoccupied orbital energy (spin up / spin down): 0.47 / -0.11 eV
E_HOMO (spin up / spin down): -7.466 / -7.408 eV

Each line ends with the natural charge from an NBO analysis.
Positions of all 20 atoms, in Å:
C 1.37782 -0.35911 0.01732  -0.393
C 2.33547 0.42812 -0.76824  -0.464
C 2.25562 0.71078 0.70927  -0.444
C -0.78332 -0.94423 1.55877  -0.942
C -2.26858 1.87752 -0.40160  -0.589
C -0.70917 -1.52010 -1.15138  -0.900
P -0.33051 -0.11837 -0.00537  1.014
H 3.33333 -0.05718 -1.02234  0.232
H 1.75742 1.10715 -1.49887  0.217
H 1.87289 1.47815 1.18360  0.201
H 3.15469 0.17865 1.18551  0.208
H -0.20577 -0.54943 2.31336  0.238
H -1.89313 -0.95172 1.55623  0.233
H -0.44034 -2.04216 1.63604  0.226
H -3.07373 1.36575 -0.13506  0.161
H -1.85156 2.65339 0.11666  0.172
H -2.09314 1.92878 -1.41437  0.163
H -0.17543 -1.32967 -1.96540  0.216
H -0.46945 -2.47367 -0.53309  0.235
H -1.79310 -1.38264 -1.38103  0.218

Cartesian forces (eV/Å) of the 2 atoms listed first:
1.014 1.362 1.287
0.029 0.780 -1.586



(5)
Formula: C6H13P
Source: the Open Molecules 2025 dataset
Level of theory: wB97M-V/def2-TZVPD

Values from the calculation:
Frontier orbital gap: 0.306 Ha
Lowest unoccupied orbital energy: 0.98 eV
E_HOMO: -7.360 eV

Each line ends with the natural charge from an NBO analysis.
Positions of all 20 atoms, in Å:
C 0.11376 -0.62581 0.59300  -0.277
C -1.05414 -0.57310 -0.41697  -0.601
C 0.45978 0.68099 0.09048  0.114
C 1.10754 -1.82850 0.28684  -0.604
C -0.00252 1.80939 0.94213  -0.664
C 1.41223 0.84156 -1.09138  -0.654
P -2.56768 0.24031 -0.18029  0.320
H -0.27315 -0.87170 1.59772  0.222
H -0.93171 -0.96649 -1.39274  0.215
H 1.92450 -1.86807 0.94728  0.213
H 1.22936 -1.90480 -0.79272  0.205
H 0.53908 -2.68010 0.46050  0.212
H -1.06523 1.70393 1.37678  0.241
H 0.28062 2.76092 0.51131  0.217
H 0.57726 1.86960 1.82697  0.222
H 2.11910 -0.10293 -1.09480  0.224
H 1.96577 1.74462 -0.94301  0.224
H 0.80575 0.71288 -2.08248  0.236
H -3.44697 -0.63490 0.66031  -0.046
H -3.19334 -0.30780 -1.29894  -0.020

Cartesian forces (eV/Å) of the 2 atoms listed first:
0.361 -3.789 -0.435
2.682 1.552 1.557



(6)
Formula: C6H13P
Source: the Open Molecules 2025 dataset
Level of theory: wB97M-V/def2-TZVPD

Values from the calculation:
Frontier orbital gap: 0.329 Ha
Lowest unoccupied orbital energy: 0.94 eV
E_HOMO: -8.012 eV

Each line ends with the natural charge from an NBO analysis.
Positions of all 20 atoms, in Å:
C 1.05760 -1.56163 0.33264  -0.468
C 0.74318 -0.22032 0.90291  -0.283
C 0.23469 -0.56104 -0.38327  -0.022
C 1.88204 0.85496 0.82780  -0.601
C 0.52175 0.03875 -1.73169  -0.661
C -2.65640 0.79816 0.02029  -0.944
P -2.13906 -0.93575 -0.32702  0.431
H 1.95392 -1.83676 -0.08911  0.202
H 0.57879 -2.38797 0.82929  0.218
H 0.31563 -0.22849 1.87218  0.224
H 1.33213 1.84834 1.06887  0.205
H 2.21603 0.75774 -0.18055  0.202
H 2.64561 0.66318 1.61795  0.214
H -0.38027 -0.07985 -2.40687  0.233
H 1.39282 -0.43055 -1.95496  0.212
H 0.61410 1.15392 -1.62079  0.212
H -2.67735 1.44249 -0.87580  0.225
H -1.94371 1.27423 0.67796  0.226
H -3.73296 0.56820 0.38716  0.238
H -1.95854 -1.15761 1.03302  -0.063

Cartesian forces (eV/Å) of the 2 atoms listed first:
-1.966 -0.347 0.359
3.634 1.897 0.841



(7)
Formula: C6H14
Source: the Open Molecules 2025 dataset
Level of theory: wB97M-V/def2-TZVPD

Values from the calculation:
Frontier orbital gap: 0.444 Ha
SMILES string: CCCCCC
Lowest unoccupied orbital energy: 1.23 eV
E_HOMO: -10.856 eV

Each line ends with the natural charge from an NBO analysis.
Positions of all 20 atoms, in Å:
C -1.62697 0.22499 -2.03447  -0.611
C -0.91018 1.12032 -1.03142  -0.396
C 0.49255 0.62907 -0.65403  -0.392
C 0.56156 -0.79392 -0.07363  -0.396
C 0.23176 -0.85427 1.40620  -0.400
C 1.32361 -0.27799 2.30827  -0.611
H -0.95663 -0.06956 -2.84719  0.199
H -2.51279 0.69295 -2.45798  0.212
H -1.91483 -0.73944 -1.58500  0.200
H -1.54397 1.22257 -0.15627  0.193
H -0.77551 2.11587 -1.46567  0.200
H 0.90190 1.31027 0.08488  0.201
H 1.08243 0.62426 -1.56281  0.198
H -0.09843 -1.48336 -0.60307  0.201
H 1.58574 -1.14418 -0.22386  0.196
H -0.01020 -1.87396 1.71236  0.201
H -0.69137 -0.29692 1.58246  0.192
H 1.26831 0.80561 2.36508  0.202
H 1.27682 -0.68553 3.31793  0.211
H 2.31620 -0.52677 1.91823  0.199

Cartesian forces (eV/Å) of the 2 atoms listed first:
0.294 -0.740 0.047
0.164 -0.051 -0.267



(8)
Formula: C6H14
Source: the Open Molecules 2025 dataset
Level of theory: wB97M-V/def2-TZVPD

Values from the calculation:
Frontier orbital gap: 0.222 Ha
Lowest unoccupied orbital energy: 0.22 eV
E_HOMO: -5.816 eV

Each line ends with the Mulliken charge.
Positions of all 20 atoms, in Å:
C 1.56259 -0.07774 -1.43689  -1.244
C 0.38618 -0.87652 -0.85045  -0.575
C -0.31347 -0.09405 0.30561  0.632
C -1.75568 -0.22309 0.18850  -0.872
C 0.48640 0.52262 1.34463  -0.549
C 0.30986 2.01337 1.45473  -1.182
H 1.20177 0.48013 -2.30142  0.323
H 2.02734 0.40472 -0.56404  0.346
H 2.37427 -0.71522 -1.77197  0.366
H 0.83108 -1.71666 -0.30169  0.365
H -0.33585 -1.19288 -1.60019  0.321
H -1.07197 0.74545 -0.33594  0.152
H -2.26922 0.08329 1.09988  0.297
H -2.47952 -0.58086 -0.53126  0.366
H -1.31563 -3.04490 -1.03111  0.052
H -1.15009 -2.99879 -0.32587  -0.026
H 0.61180 -0.11923 2.21148  0.298
H -0.39631 2.31554 2.21610  0.295
H 1.19653 2.61366 1.76458  0.325
H 0.09994 2.46116 0.46531  0.309

Cartesian forces (eV/Å) of the 2 atoms listed first:
-0.116 -0.910 0.412
0.966 0.512 0.940



(9)
Formula: C6H14AuClO2Rh
Source: the Open Molecules 2025 dataset
Level of theory: wB97M-V/def2-TZVPD

Values from the calculation:
Spin multiplicity: 7
Net charge: -1
Frontier orbital gap (spin up / spin down): 0.200 / 0.246 Ha
Lowest unoccupied orbital energy (spin up / spin down): 3.34 / 1.18 eV
<S²>: 12.0157
E_HOMO (spin up / spin down): -2.100 / -5.514 eV

Each line ends with the natural charge from an NBO analysis.
Positions of all 25 atoms, in Å:
Rh 0.78904 -0.52150 -1.90739  1.158
Cl 2.24229 -2.25456 -2.33480  -0.593
C 2.26316 0.79911 -2.23818  -0.982
C -0.57436 -1.24509 -3.16935  -0.991
H 2.18964 1.06517 -3.30715  0.190
H 2.10838 1.68385 -1.60557  0.195
H 3.21789 0.28480 -2.04221  0.220
H -0.32118 -0.85230 -4.16927  0.194
H -1.56834 -0.90217 -2.84856  0.206
H -0.47078 -2.34241 -3.14663  0.216
Au -1.15368 -0.35130 0.80631  0.636
C -1.91686 -1.55017 2.25772  -1.043
C -0.41813 0.86003 -0.68448  -0.970
H -2.96172 -1.26317 2.42556  0.201
H -1.82639 -2.56133 1.83768  0.205
H -1.31430 -1.42501 3.16418  0.188
H -1.29494 1.19152 -1.27399  0.188
H 0.21580 1.69368 -0.33717  0.170
C 0.85066 0.71909 3.02556  -0.263
O -0.34906 1.59381 2.93142  -0.569
C -1.18339 1.47146 1.87576  0.501
O -1.95207 2.34753 1.54532  -0.632
H 0.75084 0.11918 3.93819  0.183
H 1.71070 1.38960 3.10678  0.185
H 0.96678 0.05021 2.15028  0.206

Cartesian forces (eV/Å) of the 2 atoms listed first:
-0.913 -0.391 1.832
1.014 -1.406 0.315



(10)
Formula: C6H14B3INO6P
Source: the Open Molecules 2025 dataset
Level of theory: wB97M-V/def2-TZVPD

Values from the calculation:
Frontier orbital gap: 0.319 Ha
SMILES string: CNCB1OBOB(P(O)I)O1.O=C1CCCO1
Lowest unoccupied orbital energy: 0.36 eV
E_HOMO: -8.315 eV

Each line ends with the natural charge from an NBO analysis.
Positions of all 32 atoms, in Å:
C 4.71162 -1.80975 -0.64804  -0.416
N 4.39979 -0.39460 -0.83596  -0.604
C 3.21663 0.00663 -0.06467  -0.585
B 1.88481 -0.49575 -0.73346  1.175
O 1.61992 -0.28009 -2.07509  -0.885
B 0.56583 -0.95777 -2.63453  1.009
O -0.55446 -1.14882 -1.84909  -0.906
B -0.30522 -1.45410 -0.52819  0.827
P -1.69762 -2.33344 0.53949  0.707
O -1.32583 -1.75374 2.03942  -1.001
I -0.39203 -4.43016 0.50518  -0.169
O 0.92776 -1.16796 0.00899  -0.920
H 5.24856 -2.01884 0.28599  0.171
H 3.78472 -2.38761 -0.62309  0.189
H 5.30974 -2.18346 -1.48015  0.199
H 5.18404 0.15568 -0.51047  0.350
H 3.17493 1.10202 -0.05208  0.228
H 3.25165 -0.31997 0.98563  0.189
H 0.63914 -1.42852 -3.72247  -0.105
H -0.98418 -0.84942 1.96031  0.512
O -0.89437 0.82407 0.96442  -0.617
C -1.96379 1.35178 0.78893  0.819
C -2.65600 2.38000 1.65385  -0.529
C -4.09609 2.32473 1.15265  -0.431
C -3.90565 1.88749 -0.29546  -0.070
O -2.71760 1.06613 -0.28125  -0.474
H -2.18028 3.34534 1.46568  0.244
H -2.52673 2.13280 2.70419  0.251
H -4.63682 3.26409 1.23922  0.229
H -4.64710 1.55898 1.69945  0.219
H -3.71941 2.72952 -0.96433  0.184
H -4.71595 1.28472 -0.69506  0.209

Cartesian forces (eV/Å) of the 2 atoms listed first:
0.022 0.022 -0.077
-0.054 0.004 0.231